# 1
{
  "formula": "C2HClO2",
  "method": "ωB97M-V/def2-TZVPD",
  "elements": ["O", "C", "C", "O", "Cl", "H"],
  "xyz": [[1.2009, 1.2786, -0.5289], [0.7467, 0.2383, -0.1119], [-0.6711, -0.2271, 0.0568], [-0.9482, -1.5002, 0.7808], [-1.8704, 0.7336, -0.5751], [1.5421, -0.5232, 0.3783]],
  "mulliken_charge": [-0.383, 0.118, 0.460, -0.437, -0.038, 0.280],
  "relative_energy_kj_mol": 238.7,
  "gap_ev": 8.8,
  "smiles": "O=CC(=O)Cl",
  "homo_ev": -11.128,
  "total_energy_ev": -18704.336,
  "total_charge": 0,
  "lumo_energy_ev": -2.3
}

# 2
{
  "formula": "C2HClO2S",
  "method": "ωB97M-V/def2-TZVPD",
  "elements": ["C", "C", "O", "O", "S", "Cl", "H"],
  "xyz": [[-0.2212, 0.1659, -0.0123], [1.0943, -0.3800, 0.0424], [1.3929, -1.5316, 0.1743], [-2.7630, 0.0095, -0.0729], [-1.5620, -0.7955, -0.0392], [2.3475, 0.8596, -0.1017], [-0.2884, 1.6721, 0.0095]],
  "mulliken_charge": [-0.466, 0.877, -0.447, -0.434, 0.440, -0.200, 0.231],
  "relative_energy_kj_mol": 185.2,
  "gap_ev": [8.7, 8.7],
  "homo_ev": [-10.619, -10.619],
  "total_energy_ev": -29539.805,
  "total_charge": 0,
  "lumo_energy_ev": [-1.9, -1.9]
}